1.
This record from the Open Molecules 2025 dataset describes a molecular structure, C24H32N8OTl. The level of theory is ωB97M-V/def2-TZVPD.

ORCA input file:
```
! RIJCOSX wB97M-V def2-TZVPD def2/J DEFGRID3
* xyz 3 1
Tl -0.23 0.67 -0.65
O -2.94 0.98 -0.55
N -0.32 3.26 -0.68
N 2.83 1.45 2.58
N -2.00 -5.38 -0.88
N 0.52 1.07 2.21
N 0.20 -5.53 0.03
N -0.30 -5.43 -2.29
N 2.70 1.17 0.24
N -0.60 -3.44 -1.00
C -1.07 5.36 -1.52
C 0.25 -4.07 0.04
C -0.96 1.27 4.10
C 0.64 5.30 0.14
C 3.35 1.20 -0.90
C 4.73 1.43 -1.02
C -0.69 1.05 2.74
C 4.82 1.60 1.34
C -1.68 -5.92 -2.20
C 1.53 1.34 3.04
C -1.12 3.97 -1.49
C 5.48 1.62 0.12
C -3.43 2.33 -0.35
C -0.19 -3.97 -2.31
C 1.37 1.57 4.42
C 0.53 3.92 0.12
C -1.98 -3.92 -0.82
C -3.48 3.11 -1.65
C 0.60 -6.02 -1.29
C -1.19 -5.97 0.20
C 0.09 1.53 4.95
C 3.43 1.39 1.35
C -2.11 3.23 -2.34
C -0.18 6.03 -0.70
H 0.53 -7.11 -1.33
H -2.74 2.79 0.36
H -0.07 1.71 6.01
H -4.42 2.29 0.12
H 5.19 1.45 -2.01
H 2.77 1.03 -1.80
H 1.15 3.31 0.76
H -1.72 5.91 -2.19
H -1.59 -5.61 1.15
H -2.36 -3.62 0.16
H 3.49 1.64 3.32
H -1.98 1.24 4.46
H -4.20 2.65 -2.33
H -1.26 -7.05 0.16
H 5.36 1.75 2.26
H -1.72 -7.00 -2.21
H -0.13 7.12 -0.72
H -1.73 2.23 -2.57
H -2.24 3.74 -3.29
H 1.28 -3.76 -0.11
H -2.31 -5.48 -2.97
H 2.22 1.77 5.05
H -3.57 0.52 -1.11
H -3.87 4.11 -1.42
H -1.52 0.83 2.07
H -0.08 -3.71 1.02
H 0.85 -3.72 -2.51
H 1.61 -5.71 -1.52
H -0.83 -3.57 -3.09
H 6.55 1.79 0.08
H 1.35 5.78 0.80
H -2.62 -3.51 -1.60
*
```

Values from the calculation:
* HOMO-LUMO gap (spin up / spin down): 6.16 / 5.07 eV
* M: 652.958 g mol⁻¹
* highest occupied orbital energy (spin up / spin down): -16.54 / -16.54 eV
* energy relative to the best compared isomer or geometry (same formula, charge and spin): 0.0 kJ/mol
* lowest unoccupied orbital energy (spin up / spin down): -10.39 / -11.48 eV
* total energy: -44042.7983 eV

Partial charges, natural (NBO), in e:
1 Tl 0.8568
2 O -0.7861
3 N -0.5942
4 N -0.3602
5 N -0.1922
6 N -0.4570
7 N -0.4028
8 N -0.1878
9 N -0.4457
10 N -0.4251
11 C -0.2323
12 C -0.0939
13 C -0.1693
14 C -0.2496
15 C 0.0898
16 C -0.1426
17 C 0.0714
18 C -0.1540
19 C -0.0875
20 C 0.3278
21 C 0.2394
22 C -0.1550
23 C -0.0718
24 C -0.1090
25 C -0.1749
26 C 0.0391
27 C -0.1080
28 C -0.4249
29 C -0.1089
30 C -0.1082
31 C -0.1404
32 C 0.3435
33 C -0.4379
34 C -0.1101
35 H 0.2412
36 H 0.1810
37 H 0.2677
38 H 0.2052
39 H 0.2620
40 H 0.2122
41 H 0.1843
42 H 0.2461
43 H 0.2434
44 H 0.2379
45 H 0.4330
46 H 0.2601
47 H 0.2278
48 H 0.2413
49 H 0.2464
50 H 0.2503
51 H 0.2510
52 H 0.1982
53 H 0.2528
54 H 0.2205
55 H 0.2413
56 H 0.2453
57 H 0.4930
58 H 0.2404
59 H 0.2115
60 H 0.2201
61 H 0.2385
62 H 0.2438
63 H 0.2277
64 H 0.2704
65 H 0.2421
66 H 0.2254

2.
This record from the Open Molecules 2025 dataset describes a molecular structure, C24H32O12. The level of theory is ωB97M-V/def2-TZVPD.

ORCA input file:
```
! RIJCOSX wB97M-V def2-TZVPD def2/J DEFGRID3
* xyz 0 1
O -3.43 2.21 -2.17
O -5.82 3.11 -1.15
O -0.76 4.75 1.11
O -3.18 5.66 2.10
O 0.79 -0.76 0.37
O -4.44 -0.48 -0.33
O 5.32 -3.59 -1.38
O 1.01 0.85 -7.15
O 1.28 -1.23 3.78
O -3.15 -3.79 5.77
O -0.07 -3.06 2.20
O -1.66 -2.20 7.60
C -3.39 3.00 -1.22
C 2.35 1.68 -5.33
C 3.27 0.15 -7.12
C -0.02 -1.61 5.68
C 0.32 -1.77 4.31
C -2.14 -3.21 5.42
C -2.60 -1.23 -1.68
C 2.14 0.93 -6.60
C -2.11 3.37 -0.63
C 1.24 0.96 -1.14
C 4.75 -2.70 -0.68
C -3.42 -1.16 -0.44
C 2.15 1.04 1.30
C 1.31 0.33 0.18
C -1.71 -3.33 4.07
C -3.24 4.79 1.10
C -4.52 4.37 0.75
C -4.61 3.42 -0.53
C -1.98 4.43 0.46
C -0.40 -2.73 3.51
C -1.27 -2.43 6.25
C 3.31 -2.78 -0.37
C -2.98 -2.01 0.84
C 5.54 -1.54 -0.24
H -1.27 2.98 -1.24
H 6.34 -1.39 -1.03
H 1.45 1.84 -4.76
H 5.93 -1.67 0.69
H 2.83 -0.84 -7.43
H 3.10 -2.30 0.79
H 4.62 -0.57 -0.27
H -1.82 -0.53 -1.52
H -6.67 3.35 -0.58
H 1.00 1.87 -1.32
H -2.10 -2.18 -1.89
H 3.95 0.03 -6.36
H -3.85 -2.30 1.40
H 2.66 2.59 -5.61
H 0.59 -1.04 6.22
H 0.47 0.62 -1.68
H 3.14 1.38 0.91
H -3.19 -0.89 -2.37
H 1.65 1.79 1.88
H 3.15 -3.91 -0.04
H -1.01 -1.82 8.08
H 2.67 -2.70 -1.06
H 3.73 0.42 -8.16
H 2.95 1.21 -4.40
H 0.77 -2.31 2.02
H -5.33 4.76 1.23
H -2.47 -4.14 3.63
H -2.47 -1.40 1.58
H -2.32 -2.90 0.67
H -1.01 5.54 1.56
H 2.28 0.81 -1.61
H 2.36 0.25 2.05
*
```

Values from the calculation:
* HOMO-LUMO gap: 6.46 eV
* M: 512.508 g mol⁻¹
* highest occupied orbital energy: -8.98 eV
* energy relative to the best compared isomer or geometry (same formula, charge and spin): 294.4 kJ/mol
* lowest unoccupied orbital energy: -2.52 eV
* total energy: -49962.7139 eV

Partial charges, natural (NBO), in e:
1 O -0.4519
2 O -0.6216
3 O -0.6303
4 O -0.5767
5 O -0.5691
6 O -0.5648
7 O -0.5517
8 O -0.5399
9 O -0.5454
10 O -0.4664
11 O -0.6393
12 O -0.6175
13 C 0.3779
14 C -0.7144
15 C -0.7322
16 C -0.3589
17 C 0.3998
18 C 0.3434
19 C -0.7026
20 C 0.5650
21 C -0.3250
22 C -0.7220
23 C 0.5441
24 C 0.6153
25 C -0.7371
26 C 0.6188
27 C -0.3629
28 C 0.3459
29 C -0.3453
30 C 0.4074
31 C 0.3314
32 C 0.3397
33 C 0.4024
34 C -0.6872
35 C -0.7324
36 C -0.6614
37 H 0.2344
38 H 0.2510
39 H 0.2366
40 H 0.2353
41 H 0.2573
42 H 0.2087
43 H 0.1815
44 H 0.2342
45 H 0.5133
46 H 0.2339
47 H 0.2285
48 H 0.2165
49 H 0.2331
50 H 0.2339
51 H 0.2170
52 H 0.2357
53 H 0.2222
54 H 0.2307
55 H 0.2490
56 H 0.2503
57 H 0.4812
58 H 0.2274
59 H 0.2586
60 H 0.2188
61 H 0.5350
62 H 0.2368
63 H 0.2630
64 H 0.2336
65 H 0.2241
66 H 0.5029
67 H 0.2323
68 H 0.2485